No. 1
ORCA calculation (wB97M-V/def2-TZVPD) on C10H19N5O5 in the gas phase.

Summary:
calculated total energy: -1042.449910 Eh
SMILES: [H]/N=C(/N)NCCC[C@H](N)C(=O)N[C@@H](CC(=O)O)C(=O)O
HOMO: -0.3011 Ha
2S+1: 1
LUMO energy: 0.42 eV
frontier orbital gap: 8.61 eV

Structure (XYZ):
```
39
C10H19N5O5, DFT wB97M-V/def2-TZVPD
C 0.14893 0.76710 -0.69689
C -0.56549 0.62512 0.67862
C 0.62688 -0.73121 -1.09401
C 1.75840 -1.33280 -0.20594
C 3.16325 -1.16319 -0.89339
C 4.41364 0.39246 0.65909
C -2.72877 -0.02568 -0.44338
C -3.60276 1.20376 -0.49516
C -3.64021 -1.22613 -0.12253
C -4.68883 -0.86559 0.93675
H 1.38468 2.34331 -1.27585
H 1.37566 2.18828 0.31818
H -0.44242 1.09545 -1.56539
H 1.03884 -0.62560 -2.15165
H -0.34778 -1.30903 -1.22799
H 1.58474 -2.36692 -0.01822
H 1.69383 -0.74146 0.67615
H 3.07238 -0.29131 -1.53478
H 3.46598 -2.03079 -1.49387
H 4.54171 -1.62174 0.63388
H 2.90323 1.28175 -0.09187
H 6.36751 -0.24305 1.12514
H 5.91389 1.27812 1.64820
H -2.19759 0.09968 1.59912
H -2.20469 -0.13515 -1.37925
H -4.28635 -1.42868 -0.97462
H -3.15124 -2.17224 0.13112
H -4.85668 -0.08092 2.70131
H -5.26602 1.77223 -1.22013
N 1.22809 1.71645 -0.52836
N 4.31009 -0.87886 -0.02974
N 3.53487 1.31444 0.68924
N 5.54987 0.35196 1.46482
N -1.80974 0.10802 0.68443
O -0.01193 0.97661 1.68612
O -3.54241 2.13126 0.25316
O -5.89112 -0.91412 0.76735
O -4.19396 -0.49772 2.12768
O -4.64848 1.03622 -1.33735
```

For each atom in turn, the Löwdin charge in e is:
1 C -0.256
2 C -0.456
3 C -0.134
4 C -0.151
5 C -0.199
6 C -0.539
7 C -0.195
8 C -0.487
9 C -0.017
10 C -0.506
11 H 0.084
12 H 0.059
13 H 0.132
14 H 0.115
15 H 0.108
16 H 0.090
17 H 0.083
18 H 0.097
19 H 0.114
20 H 0.119
21 H -0.025
22 H 0.117
23 H 0.078
24 H 0.125
25 H 0.140
26 H 0.127
27 H 0.142
28 H 0.147
29 H 0.140
30 N 0.036
31 N -0.014
32 N 0.127
33 N 0.075
34 N 0.127
35 O 0.099
36 O 0.157
37 O 0.110
38 O 0.112
39 O 0.119

No. 2
ORCA calculation (wB97M-V/def2-TZVPD) on 2 unconnected molecules or ions with the total composition C2H2S3.

Summary:
calculated total energy: -1271.915814 Eh
HOMO: -0.3246 Ha
2S+1: 1
LUMO energy: -0.41 eV
frontier orbital gap: 8.42 eV

Structure (XYZ):
```
7
C2H2S3, DFT wB97M-V/def2-TZVPD
C -0.48194 -1.79953 -0.54165
C 0.42460 1.38258 0.43764
S 0.62936 -1.57999 -1.61416
S -1.54547 -2.04492 0.62647
S -1.08776 1.61550 -0.00929
H 1.34479 1.63920 -0.25192
H 0.71642 0.78716 1.35291
```

For each atom in turn, the Löwdin charge in e is:
1 C -1.392
2 C -0.652
3 S 0.716
4 S 0.672
5 S 0.588
6 H 0.046
7 H 0.022

No. 3
ORCA calculation (wB97M-V/def2-TZVPD) on a molecular structure, C13H22MnN4S5SbSi.

Summary:
calculated total energy: -4398.590731 Eh
HOMO: -0.5169 Ha
2S+1: 1
LUMO energy: -8.20 eV
frontier orbital gap: 5.86 eV
total charge: +2

Structure (XYZ):
```
47
C13H22MnN4S5SbSi, DFT wB97M-V/def2-TZVPD
Mn -0.20142 -0.33873 -0.59247
C -2.30160 1.92401 4.39970
C -3.06273 1.94768 3.07954
N -2.24241 2.47521 1.98464
C -1.59423 1.80074 1.05493
S 0.19417 -0.56531 1.59046
N -0.90147 2.34086 0.12501
N -0.27482 1.58098 -0.79443
C 0.33172 2.23323 -1.75652
C 0.32791 3.71761 -1.89205
C 1.16468 1.42042 -2.59586
C 2.37624 1.73115 -3.14657
C 3.48465 0.84638 -3.12761
C 3.74019 -0.10855 -2.15976
C 2.90479 -0.48761 -1.08522
N 1.59482 -0.49243 -1.10942
H -2.94090 1.52840 5.18776
H -1.98943 2.92760 4.68726
H -1.41606 1.28993 4.32636
H -3.94104 2.58600 3.15910
H -3.40557 0.94937 2.81383
H -2.08763 3.47580 1.97789
H -0.35358 4.16878 -1.18212
H 0.02496 3.98834 -2.90529
H 1.33114 4.11714 -1.72688
H 2.55970 2.75066 -3.47381
H 4.33012 1.12173 -3.74716
H 4.76491 -0.45225 -2.08582
H 3.36547 -0.77959 -0.14558
S -2.78083 -2.54155 -2.47916
Sb -2.32908 -0.40375 -1.98397
S 0.81158 -0.32701 -2.57279
S -1.70745 -0.06725 1.11689
S -3.33363 1.50315 -2.56095
C -1.50172 -3.48714 1.13482
Si 0.24860 -3.14799 0.60621
C 1.65110 -3.43347 1.79780
C 0.66173 -3.50162 -1.18198
H -1.57800 -4.57020 1.29571
H -2.23267 -3.23449 0.36768
H -1.77088 -3.00240 2.07319
H 1.95530 -4.48320 1.73746
H 1.35328 -3.22994 2.82623
H 2.53196 -2.82868 1.57653
H 0.74889 -4.59722 -1.21449
H 1.61939 -3.10338 -1.51434
H -0.13016 -3.24139 -1.88480
```

For each atom in turn, the Löwdin charge in e is:
1 Mn -0.392
2 C -0.060
3 C -0.227
4 N 0.046
5 C -0.553
6 S 0.462
7 N 0.051
8 N -0.132
9 C -0.300
10 C 0.022
11 C -0.331
12 C -0.036
13 C -0.022
14 C -0.028
15 C -0.126
16 N -0.354
17 H 0.090
18 H 0.087
19 H 0.071
20 H 0.132
21 H 0.087
22 H 0.174
23 H 0.083
24 H 0.113
25 H 0.107
26 H 0.146
27 H 0.134
28 H 0.130
29 H 0.144
30 S 0.004
31 Sb 0.408
32 S 1.054
33 S 0.595
34 S 0.001
35 C -0.196
36 Si 0.648
37 C -0.197
38 C -0.172
39 H 0.066
40 H 0.002
41 H 0.040
42 H 0.060
43 H 0.048
44 H 0.036
45 H 0.077
46 H 0.032
47 H -0.023

No. 4
ORCA calculation (wB97M-V/def2-TZVPD) on 5 unconnected molecules or ions with the total composition C26H67N5O8.

Summary:
calculated total energy: -1906.172391 Eh
SMILES: COC[C@H](C)N.COC[C@H](C)N.COCCNCCOC.COCCNCCOC.COCCNCCOC
HOMO: -0.3167 Ha
2S+1: 1
LUMO energy: 0.63 eV
frontier orbital gap: 9.25 eV

Structure (XYZ):
```
106
C26H67N5O8, DFT wB97M-V/def2-TZVPD
C 3.88999 -3.42451 -2.57671
O 2.86764 -4.15858 -1.92437
C 3.29945 -5.22709 -1.05274
C 2.27462 -6.44855 -1.04334
N 0.91401 -6.01207 -0.69890
C -0.20089 -6.94760 -1.00824
C -0.28437 -7.55034 -2.42680
O -0.81844 -6.69684 -3.52530
C 0.12242 -5.72832 -4.03602
H 3.82862 -2.36271 -2.33813
H 3.55331 -3.34494 -3.61036
H 4.89062 -3.79435 -2.35295
H 3.51080 -4.89928 -0.03491
H 4.19287 -5.66138 -1.50140
H 2.58399 -7.22573 -0.34450
H 2.33749 -6.86673 -2.04797
H 0.88134 -5.04983 -1.00406
H -1.12119 -6.40431 -0.79375
H 0.02096 -7.82320 -0.39815
H -1.01426 -8.35968 -2.44515
H 0.61384 -8.04314 -2.79890
H 1.13515 -6.13038 -4.06459
H 0.04845 -4.93842 -3.28856
H -0.26687 -5.29194 -4.95587
C 6.00874 1.31979 8.79377
O 6.93965 1.46041 7.75862
C 6.39095 1.19952 6.39397
C 5.29896 2.11192 5.83703
N 3.94486 1.54590 5.97728
C 3.05277 2.67813 5.89578
C 1.58591 2.23968 6.08717
O 1.12053 2.38587 7.40001
C -0.19583 2.78730 7.55133
H 5.65003 0.29244 8.73076
H 5.24998 2.08513 8.63051
H 6.45822 1.47023 9.77532
H 6.11182 0.15007 6.29990
H 7.29829 1.35255 5.80968
H 5.44695 2.36202 4.78648
H 5.39004 3.10039 6.28730
H 3.87973 1.35765 6.96744
H 3.25927 3.18034 4.95067
H 3.37045 3.40072 6.64748
H 1.43242 1.27783 5.59792
H 1.00548 2.75020 5.31868
H -0.52950 2.92709 8.57954
H -0.82291 2.04706 7.05443
H -0.34575 3.75447 7.07153
C -4.12958 5.50640 -5.84485
O -2.93357 5.73395 -5.12303
C -2.72996 7.11330 -4.72042
C -1.82064 7.19459 -3.45957
N -2.51444 6.51484 -2.43743
C -1.51578 6.28274 -1.41239
C -2.21958 5.77168 -0.14982
O -3.09347 4.63819 -0.26879
C -2.38325 3.49118 -0.85765
H -5.06788 5.47915 -5.29081
H -4.03624 4.62894 -6.48473
H -4.35045 6.29020 -6.56940
H -3.66619 7.61424 -4.47418
H -2.21677 7.62038 -5.53749
H -1.57703 8.21973 -3.18056
H -0.86259 6.74452 -3.71972
H -2.65450 5.64141 -2.92486
H -1.08215 7.20465 -1.02490
H -0.84727 5.54413 -1.85472
H -2.78129 6.63628 0.20380
H -1.39478 5.52727 0.51955
H -2.21819 3.66151 -1.92154
H -3.02844 2.62737 -0.69742
H -1.38152 3.29462 -0.47557
C -4.45991 -3.39098 -0.93403
C -4.01838 -3.51660 -2.40485
C -5.15509 -3.02576 -3.40705
O -4.95718 -3.60909 -4.72627
C -4.40011 -2.79246 -5.63953
N -2.77917 -2.70472 -2.64207
H -5.45310 -3.80084 -0.75048
H -4.65331 -2.36769 -0.61219
H -3.84035 -3.92449 -0.21319
H -3.76956 -4.55336 -2.63134
H -5.36208 -1.95561 -3.41293
H -6.08564 -3.54190 -3.17090
H -5.02365 -1.98406 -6.02135
H -4.29406 -3.41913 -6.52504
H -3.48447 -2.23736 -5.43565
H -2.21905 -3.01679 -3.42244
H -2.19972 -2.80887 -1.82140
C 0.85110 1.85472 2.08640
C 1.09609 1.02707 0.79031
C 0.29028 -0.23845 0.68447
O 0.49865 -0.96189 -0.52951
C -0.13153 -2.26440 -0.69729
N 0.77678 1.83562 -0.39376
H 0.93478 1.20721 2.95923
H -0.17448 2.22109 2.04109
H 1.62224 2.62009 2.17389
H 2.14637 0.77130 0.65030
H -0.78025 -0.12768 0.51180
H 0.45452 -0.87097 1.55685
H -1.15136 -2.11982 -0.34070
H 0.42101 -2.95391 -0.05904
H -0.15962 -2.42886 -1.77445
H 0.20602 1.29133 -1.02470
H 1.49908 1.95959 -1.08874
```

Atom charges from the Löwdin analysis, given in e for atoms 1 to 99:
1 C -0.098
2 O -0.218
3 C -0.172
4 C -0.192
5 N -0.070
6 C -0.167
7 C -0.181
8 O -0.220
9 C -0.092
10 H 0.078
11 H 0.085
12 H 0.089
13 H 0.116
14 H 0.106
15 H 0.113
16 H 0.087
17 H 0.060
18 H 0.116
19 H 0.111
20 H 0.113
21 H 0.104
22 H 0.081
23 H 0.061
24 H 0.085
25 C -0.130
26 O -0.211
27 C -0.154
28 C -0.230
29 N -0.058
30 C -0.221
31 C -0.226
32 O -0.172
33 C -0.124
34 H 0.089
35 H 0.078
36 H 0.088
37 H 0.118
38 H 0.115
39 H 0.117
40 H 0.112
41 H 0.088
42 H 0.115
43 H 0.114
44 H 0.115
45 H 0.104
46 H 0.089
47 H 0.089
48 H 0.087
49 C -0.125
50 O -0.195
51 C -0.181
52 C -0.257
53 N -0.055
54 C -0.229
55 C -0.223
56 O -0.184
57 C -0.080
58 H 0.086
59 H 0.085
60 H 0.077
61 H 0.120
62 H 0.115
63 H 0.122
64 H 0.114
65 H 0.092
66 H 0.126
67 H 0.115
68 H 0.120
69 H 0.111
70 H 0.070
71 H 0.086
72 H 0.053
73 C -0.072
74 C -0.367
75 C -0.140
76 O -0.176
77 C -0.197
78 N 0.046
79 H 0.069
80 H 0.078
81 H 0.071
82 H 0.128
83 H 0.126
84 H 0.115
85 H 0.079
86 H 0.092
87 H 0.080
88 H 0.059
89 H 0.000
90 C -0.044
91 C -0.406
92 C -0.209
93 O -0.229
94 C -0.061
95 N 0.031
96 H 0.059
97 H 0.076
98 H 0.074
99 H 0.137

No. 5
ORCA calculation (wB97M-V/def2-TZVPD) on a molecular structure, C26H28FN4O5PtS.

Summary:
calculated total energy: -2219.925549 Eh
HOMO (alpha / beta): -0.4133 / -0.4133 Ha
2S+1: 1
LUMO energy (alpha / beta): -5.31 / -5.32 eV
frontier orbital gap (alpha / beta): 5.93 / 5.93 eV
total charge: +1

Structure (XYZ):
```
66
C26H28FN4O5PtS, DFT wB97M-V/def2-TZVPD
Pt 2.07006 1.13985 0.36461
N 4.08733 1.58324 -3.40588
C 3.60014 1.34406 -2.18512
S 2.15567 2.13923 -1.67472
N 4.24786 0.46284 -1.43334
N 3.72527 0.31536 -0.21381
C 4.29124 -0.71781 0.48067
C 4.12740 -0.99688 1.81151
C 4.77926 -2.16399 2.34733
C 4.72770 -2.43300 3.66765
C 4.02382 -1.54938 4.55237
C 3.38085 -0.44292 4.11141
C 3.38007 -0.12330 2.71870
O 2.79487 0.92017 2.31017
H 3.66674 2.26969 -4.00604
H 4.99251 1.21441 -3.64632
H 4.94928 -1.32927 -0.12630
H 5.30690 -2.81650 1.66334
H 5.21724 -3.30702 4.07270
H 4.00231 -1.78769 5.60835
H 2.84416 0.22044 4.77472
C -5.39608 3.06861 0.42570
C -4.62093 2.92126 -0.87745
C -5.37650 2.17230 -1.96381
C -5.67749 0.74840 -1.51899
C -4.42620 0.07013 -1.02434
C -4.34388 -1.30140 -0.96304
C -3.17329 -1.92279 -0.53182
F -3.15291 -3.26121 -0.47276
C -2.05602 -1.21715 -0.19608
C -2.11102 0.18191 -0.25345
C -0.92788 0.96216 0.06468
O 0.15179 0.31313 0.26557
C -1.07203 2.35513 0.12116
C -2.28435 2.91116 -0.22547
N -3.34281 2.21365 -0.61570
C -3.29807 0.82394 -0.63215
C -0.03817 3.29807 0.66928
O -0.31385 4.47170 0.79291
O 1.09739 2.79288 1.05513
H -6.37142 3.51448 0.23090
H -4.85991 3.71307 1.12216
H -5.54897 2.10382 0.91005
H -4.34185 3.90759 -1.24755
H -4.76907 2.15503 -2.87178
H -6.29388 2.71282 -2.19396
H -6.09188 0.17197 -2.34618
H -6.43397 0.74530 -0.73038
H -5.18495 -1.91631 -1.25781
H -1.14548 -1.70946 0.11105
H -2.39149 3.98760 -0.16627
C 1.19763 -2.42144 1.84910
C 1.75149 -3.03869 0.56898
O 1.92839 -2.05669 -0.45657
C 1.30784 -2.45529 -1.67649
C 1.54196 -1.40459 -2.73199
H 1.67422 -2.84971 2.73201
H 0.12250 -2.57283 1.94637
H 1.36488 -1.34612 1.85528
H 1.07469 -3.81879 0.21212
H 2.71742 -3.51998 0.75201
H 0.23326 -2.59600 -1.51082
H 1.72090 -3.41811 -1.99900
H 1.10990 -0.45058 -2.42902
H 1.07093 -1.71058 -3.66682
H 2.60850 -1.26992 -2.91679
```

For each atom in turn, the Löwdin charge in e is:
1 Pt 1.318
2 N 0.116
3 C -0.799
4 S 0.784
5 N 0.016
6 N -0.231
7 C -0.011
8 C -0.132
9 C -0.030
10 C -0.049
11 C -0.023
12 C 0.016
13 C -0.328
14 O -0.098
15 H 0.105
16 H 0.121
17 H 0.148
18 H 0.126
19 H 0.115
20 H 0.121
21 H 0.132
22 C -0.015
23 C -0.294
24 C -0.128
25 C -0.122
26 C -0.118
27 C 0.072
28 C -0.245
29 F 0.088
30 C 0.079
31 C -0.033
32 C -0.259
33 O -0.152
34 C -0.033
35 C 0.060
36 N 0.032
37 C -0.058
38 C -0.595
39 O 0.097
40 O -0.193
41 H 0.096
42 H 0.090
43 H 0.089
44 H 0.151
45 H 0.132
46 H 0.128
47 H 0.128
48 H 0.126
49 H 0.142
50 H 0.112
51 H 0.160
52 C -0.046
53 C -0.238
54 O -0.208
55 C -0.265
56 C -0.067
57 H 0.080
58 H 0.077
59 H 0.045
60 H 0.118
61 H 0.112
62 H 0.110
63 H 0.127
64 H 0.041
65 H 0.087
66 H 0.071

No. 6
ORCA calculation (wB97M-V/def2-TZVPD) on 2 unconnected molecules or ions with the total composition C5H9N.

Summary:
calculated total energy: -250.513218 Eh
SMILES: C=CC=C.C=N
HOMO: -0.3065 Ha
2S+1: 1
LUMO energy: -0.18 eV
frontier orbital gap: 8.16 eV

Structure (XYZ):
```
15
C5H9N, DFT wB97M-V/def2-TZVPD
C -0.69846 -0.80114 0.55307
C -0.58058 0.32552 -0.39859
C -1.21331 -1.98326 0.24311
C -0.79816 1.61381 0.04830
H -0.24943 -0.63343 1.52458
H -1.04187 0.07501 -1.35658
H -1.14633 -2.82527 0.91847
H -1.49846 2.26866 -0.45276
H -0.19524 2.06491 0.81912
H -1.63124 -2.18458 -0.73348
C 1.56686 0.43593 -0.60626
N 2.01046 0.93985 0.52451
H 2.13369 0.22687 1.24713
H 1.64808 1.09872 -1.46400
H 1.69399 -0.62159 -0.86664
```

For each atom in turn, the Löwdin charge in e is:
1 C -0.217
2 C -0.271
3 C 0.002
4 C 0.053
5 H 0.102
6 H 0.111
7 H 0.053
8 H 0.064
9 H 0.060
10 H 0.056
11 C -0.209
12 N -0.003
13 H 0.030
14 H 0.078
15 H 0.091